Formula: C24H28N3NiPS3
Source: the OMol25 dataset
Level of theory: the ωB97M-V functional and the def2-TZVPD basis

The HOMO-LUMO gap (alpha / beta) comes out at 4.2 / 4.7 eV. As for the total charge: -2. The value obtained for the energy relative to the best compared isomer or geometry (same formula, charge and spin) is 0.0 kcal/mol.

The geometry in XYZ format:
```
60
Properties=species:S:1:pos:R:3:lowdin_charge:R:1
Ni 1.32156 1.80111 -0.84724 0.05
S -0.11467 -1.49106 4.25984 0.13
P -1.07241 -1.22515 2.54070 -0.03
S -1.44692 0.61030 1.94910 0.21
C -0.27009 -2.26783 1.25204 -0.39
C 0.89596 -2.96801 1.51295 -0.13
C 1.40620 -3.83410 0.56426 -0.11
C 0.75443 -4.00340 -0.64452 -0.13
C -0.40017 -3.28456 -0.91361 -0.14
C -0.91322 -2.41869 0.03072 -0.14
C -2.64776 -2.15966 2.63341 -0.38
C -2.65106 -3.46648 3.11622 -0.11
C -3.83407 -4.16647 3.20882 -0.11
C -5.03019 -3.57589 2.81492 -0.12
C -5.02813 -2.27336 2.32715 -0.11
C -3.84455 -1.57159 2.24391 -0.12
H 1.38881 -2.83585 2.46844 0.05
H 2.31943 -4.37756 0.77205 0.09
H 1.15883 -4.68179 -1.38782 0.09
H -0.89698 -3.39339 -1.86863 0.10
H -1.80857 -1.84315 -0.16609 0.10
H -1.71620 -3.91700 3.42125 0.09
H -3.83529 -5.18229 3.58925 0.09
H -5.95909 -4.12924 2.88964 0.08
H -5.95712 -1.81232 2.01105 0.09
H -3.81420 -0.55787 1.87051 0.05
C 1.67369 1.41018 3.48886 -0.11
C 1.66073 1.79416 2.11114 -0.25
N 1.65236 2.16646 1.02003 0.12
H 1.32239 2.23399 4.11188 0.08
H 2.67017 1.09184 3.79703 0.08
H 0.98981 0.56525 3.63244 -0.06
C -1.43121 1.22503 -2.83051 -0.11
C -1.36825 2.64555 -2.26858 -0.73
C -2.54598 2.84398 -1.29657 -0.09
C -1.50094 3.66946 -3.41343 -0.10
C -0.07890 2.86904 -1.51882 -0.13
H -2.37950 1.03793 -3.33652 0.06
H -1.31911 0.51547 -2.01449 0.05
H -0.61431 1.05734 -3.52657 0.07
H -3.49284 2.58971 -1.78094 0.06
H -2.59532 3.87814 -0.95465 0.06
H -2.40167 2.20906 -0.42609 0.03
H -2.41318 3.49701 -3.98792 0.06
H -0.64700 3.58970 -4.08107 0.06
H -1.53078 4.68261 -3.01684 0.06
H -0.08225 3.91657 -1.13138 -0.01
C 4.25399 3.46692 -2.18443 -0.05
C 4.27684 2.01088 -1.82346 -0.35
C 5.45778 1.29796 -1.62887 -0.07
C 5.32064 -0.04920 -1.32555 -0.19
N 4.15269 -0.65551 -1.20155 0.03
C 3.05183 0.09188 -1.37716 -0.86
S 1.51902 -0.60915 -1.26573 0.69
N 3.09353 1.42173 -1.69696 0.00
H 5.26115 3.84919 -2.35322 0.06
H 3.77495 4.02768 -1.37930 0.07
H 3.64837 3.60964 -3.08022 0.08
H 6.42943 1.76548 -1.72520 0.08
H 6.18732 -0.69072 -1.18368 0.09
```